ORCA calculation (ωB97M-V/def2-TZVPD) on a 9-piece molecular cluster, C34H67Br2ClF4N8O10 overall.

Structure (XYZ):
```
126
Properties=species:S:1:pos:R:3:lowdin_charge:R:1
H -3.096 -2.914 -1.337 0.11
O 2.678 -5.799 1.559 0.02
N 3.583 -3.743 1.507 0.01
H -4.784 7.184 -8.432 0.08
H -3.298 -4.567 0.497 0.06
H -3.251 2.905 -1.703 0.03
H -1.627 -4.007 1.073 0.07
O 7.818 -3.248 2.375 0.02
C 1.830 0.070 0.607 -0.28
Br -2.879 -0.997 3.024 0.81
C 0.450 -1.020 -3.572 0.01
C 8.666 -2.187 0.407 -0.01
H -1.056 3.777 5.145 0.08
C 3.615 -4.846 -7.339 -0.54
H -1.085 1.210 10.476 0.08
H -0.607 5.286 -2.181 0.07
H 1.526 -0.756 -0.040 0.17
C -3.822 2.841 11.023 -0.55
H 10.584 -5.324 -0.061 0.08
H 4.705 -6.157 -8.664 0.08
O -0.358 1.145 -0.866 0.17
C -1.401 2.109 11.007 -0.08
H 9.744 -4.019 -0.898 0.07
H -1.229 -1.307 -1.073 0.07
C -2.483 3.634 -1.937 -0.02
H -6.931 0.066 2.075 0.08
C -5.645 4.591 -7.317 -0.07
H -3.749 1.378 12.612 0.08
C -0.744 5.693 -3.179 -0.07
C 4.681 -6.490 -5.745 -0.08
H -5.346 0.422 0.453 0.06
C -4.119 4.836 6.946 -0.01
F 2.640 -0.400 1.585 0.08
C -3.812 6.758 -8.184 -0.01
H -3.148 4.142 3.824 0.10
O -0.383 -2.905 -2.342 0.01
C -2.488 -3.852 0.434 0.02
H 5.420 -6.630 -6.527 0.07
C -1.688 4.660 5.264 -0.08
C -2.606 -0.373 0.267 -0.77
Cl -3.399 0.304 -1.208 0.81
O -3.689 3.773 -4.001 0.00
H -5.437 3.526 -7.427 0.09
H -5.641 5.047 -8.303 0.07
C -0.049 -2.442 -3.428 -0.53
C -1.768 -1.576 -0.171 -0.22
F 0.289 0.133 2.399 0.13
C 8.416 -3.367 1.318 -0.55
H -3.255 3.006 13.102 0.08
O -4.759 3.311 10.403 0.04
C 4.858 -5.573 2.522 -0.01
H -3.515 4.117 7.500 0.06
C -3.949 2.442 12.477 -0.01
H 4.227 -1.946 2.379 0.07
C -3.712 -0.709 1.280 -0.68
N -4.658 5.217 -6.467 0.02
H -3.581 5.976 -8.908 0.08
H -2.523 4.439 -1.202 0.09
H -2.591 2.932 9.460 0.12
C -2.734 4.165 -3.328 -0.52
H 0.443 -0.546 -2.595 0.05
C -4.881 0.252 1.416 -0.81
H 1.029 -3.491 -6.285 0.05
H -2.144 5.388 -4.756 0.09
N -1.888 5.091 -3.819 0.02
H 4.487 -4.492 -9.232 0.08
C -2.538 -2.835 -0.411 -0.20
H -5.121 4.833 7.362 0.09
C -0.562 0.852 0.271 -0.39
H -4.550 4.868 -5.517 0.10
H 8.233 -1.308 0.874 0.08
O -5.259 4.214 4.934 0.03
H -0.627 -2.919 -6.564 0.09
C 3.614 -5.063 1.827 -0.55
C -5.954 -0.329 2.343 -0.17
H -4.965 2.655 12.792 0.08
N -3.029 4.402 4.790 0.01
H 9.053 -5.642 -0.887 0.08
O 2.709 -4.056 -7.553 0.02
N 3.687 -5.524 -6.164 0.01
C 9.603 -4.909 -0.294 -0.08
H -1.021 -1.774 0.605 0.13
H -0.193 -0.446 -4.240 0.09
H -1.227 5.480 4.709 0.08
N -2.612 2.652 10.428 0.01
H 0.166 5.505 -3.753 0.08
H -1.707 4.930 6.315 0.07
C 4.610 -2.747 1.750 -0.08
H 9.734 -2.023 0.260 0.08
H -0.588 2.836 10.962 0.08
H 0.604 -1.811 -5.947 0.08
O -1.750 0.605 0.841 -0.07
H 2.732 -3.459 1.048 0.13
C 4.695 -5.109 -8.363 -0.01
H -6.644 4.700 -6.892 0.08
C -4.200 4.460 5.484 -0.55
O -3.025 6.632 -5.923 0.01
H 5.744 -5.417 1.906 0.07
H -1.510 3.147 -1.877 0.07
H 5.193 -6.153 -4.843 0.08
H -3.057 7.537 -8.248 0.08
H 5.017 -5.063 3.472 0.09
H 1.465 -1.001 -3.969 0.09
H 8.202 -2.339 -0.569 0.08
H -5.763 -0.045 3.375 0.05
H -3.683 5.829 7.069 0.09
C -3.800 6.210 -6.777 -0.53
H 4.945 -2.312 0.806 0.08
F 0.966 2.045 1.587 0.14
H 8.685 -5.323 1.571 0.14
H 4.218 -7.455 -5.534 0.08
H -0.464 -4.126 -4.382 0.14
C 0.615 0.774 1.264 -0.37
N -0.116 -3.194 -4.548 0.02
H -4.101 -1.695 1.043 0.08
H -5.951 -1.419 2.302 0.08
Br -4.380 2.003 2.093 0.75
H 4.725 -6.636 2.703 0.08
H -1.568 1.850 12.047 0.07
C 0.244 -2.834 -5.912 -0.06
H 2.942 -5.307 -5.520 0.14
H 5.679 -4.851 -7.970 0.08
H -0.876 6.774 -3.098 0.09
H 5.467 -3.194 2.242 0.04
F 2.528 0.962 -0.125 0.10
N 8.881 -4.580 0.917 0.01
```

As for the SMILES: C=CC[C@](Cl)(OC(=O)C(F)(F)C(F)F)[C@@H](Br)[C@@H](C)Br.CNC(C)=O.CNC(C)=O.CNC(C)=O.CNC(C)=O.CNC(C)=O.CNC(C)=O.CNC(C)=O.CNC(C)=O. The calculation puts the HOMO energy at -0.327 Ha. The value obtained for the LUMO energy is 0.13 eV. Its net charge is 0.



ORCA calculation (ωB97M-V/def2-TZVPD) on an isolated ion of composition C9H18N and charge +1 at a distorted geometry.

Structure (XYZ):
```
28
Properties=species:S:1:pos:R:3:lowdin_charge:R:1
H -3.898 1.026 -0.145 0.09
H 1.837 1.391 2.067 0.10
C 2.217 0.877 -0.831 -0.04
H 2.931 0.016 -0.993 0.11
H 1.705 1.391 -1.687 0.11
C -3.342 0.148 0.313 -0.05
H 0.728 0.166 2.100 0.08
H 2.321 -1.865 -0.784 0.13
C 0.440 -0.770 -0.435 -0.33
H -2.024 -0.160 -1.670 0.18
H -1.030 -0.943 1.099 0.11
C -1.034 -1.127 0.032 -0.09
H -3.961 -0.791 0.191 0.11
C 1.081 0.465 0.066 -0.57
H 2.861 1.639 -0.305 0.12
C 1.586 0.471 1.514 -0.02
H 0.518 2.659 -0.258 0.21
C -2.039 -0.081 -0.517 -0.22
H -3.115 0.418 1.400 0.11
H 1.392 -2.377 0.730 0.08
H 0.319 -0.665 -1.583 0.18
H 0.871 -2.722 -0.769 0.04
H 2.576 -0.068 1.757 0.14
N -1.180 1.317 -0.385 0.14
C 1.298 -1.992 -0.245 -0.04
C 0.079 1.574 -0.117 0.04
H -1.281 -2.136 -0.110 0.11
H -1.853 2.137 -0.436 0.18
```

As for the SMILES: C[C@@H]1C[C@H](C)C(C)(C)C=[NH+]1. The calculation puts the HOMO energy at -0.544 Ha. The value obtained for the LUMO energy is -4.03 eV. Its net charge is +1.



ORCA calculation (ωB97M-V/def2-TZVPD) on one molecule with the formula CBrF3O2S at a distorted geometry.

Structure (XYZ):
```
8
Properties=species:S:1:pos:R:3:lowdin_charge:R:1
C -1.102 0.309 -0.073 -0.80
F -2.143 0.173 -0.846 0.16
S 0.316 -0.842 -0.567 1.08
F -0.673 1.544 -0.087 0.14
Br 3.271 0.043 0.035 0.69
F -1.530 -0.048 1.143 0.13
O 0.258 -1.828 0.454 -0.42
O 1.603 0.650 -0.058 -0.98
```

The calculation puts the HOMO energy at -0.370 Ha. The value obtained for the LUMO energy is -1.39 eV. Its net charge is 0.



ORCA calculation (ωB97M-V/def2-TZVPD) on C3H7N3O as an isolated structure at a distorted geometry.

Structure (XYZ):
```
14
Properties=species:S:1:pos:R:3:lowdin_charge:R:1
H 0.178 0.264 -3.119 0.08
H -0.615 0.700 2.203 0.02
H 0.798 1.139 -1.591 0.07
H -1.335 -1.226 1.648 0.08
C 0.422 0.809 0.540 -0.52
N 1.308 1.262 -0.320 0.04
H -1.099 -2.457 0.387 0.08
C -0.377 -0.487 -0.103 -0.29
H 1.869 2.006 0.083 0.08
H 0.283 -1.888 1.360 0.10
N -0.008 1.282 1.640 0.11
N -0.730 -0.596 -1.272 0.26
C -0.653 -1.598 0.882 -0.02
O -0.042 0.789 -2.339 -0.08
```

The calculation puts the HOMO energy (alpha / beta) at -0.318 / -0.318 Ha. The value obtained for the LUMO energy (alpha / beta) is -1.01 / -1.01 eV. Its net charge is 0.



What is the formula in the third record? CBrF3O2S



Among the records above, which one has the highest net charge? C9H18N



Which of these has the highest net charge? C9H18N